Computed, not measured: a molecular structure, C2H2N2S in a non-equilibrium geometry, with ωB97M-V/def2-TZVPD.

Output
- HOMO energy: -9.18 eV
- Multiplicity: 1
- ΔE to the lowest compared entry with this formula, charge and spin: 42.50 kcal/mol
- Calculated total energy: -585.03319 Ha
- Strongest force on any atom: 2.56 eV Å⁻¹
- Lowest unoccupied orbital energy: 0.0 eV

CARTESIAN COORDINATES (ANGSTROEM)
C (-0.12909, 0.36562, -0.65321)
C (-0.13924, 0.50807, 0.72417)
N (0.35502, -0.84138, -1.07331)
N (0.58345, -1.79821, -0.45535)
S (0.40898, -0.86127, 1.55885)
H (-0.52867, 1.20601, -1.20283)
H (-0.55045, 1.42117, 1.10167)

***

Computed, not measured: a gas-phase ion, C2H2N3O2 (charge +1) in a non-equilibrium geometry, with ωB97M-V/def2-TZVPD.

Output
- HOMO energy (alpha / beta): -16.19 / -16.19 eV
- SMILES: O=C=[N+]=N/C=N/O
- Net charge: +1
- Multiplicity: 1
- ΔE to the lowest compared entry with this formula, charge and spin: 39.98 kcal/mol
- Calculated total energy: -391.68458 Ha
- Strongest force on any atom: 3.92 eV Å⁻¹
- Lowest unoccupied orbital energy (alpha / beta): -7.9 / -7.9 eV

CARTESIAN COORDINATES (ANGSTROEM)
O (-2.94925, 0.23802, -1.08438)
C (-1.91226, 0.56192, -0.78914)
N (-0.82273, 1.36690, -0.89010)
N (0.31573, 1.33200, -0.49940)
C (0.85646, 0.50763, 0.38219)
N (0.54855, -0.71167, 0.29622)
O (1.19724, -1.60056, 1.01752)
H (1.74100, 0.70670, 1.00255)
H (1.02527, -2.40094, 0.56454)

***

Computed, not measured: 2 unconnected molecules or ions with the total composition C2H2N3O6S in a non-equilibrium geometry, with ωB97M-V/def2-TZVPD.

Output
- HOMO energy (alpha / beta): -1.34 / -5.71 eV
- Net charge: -1
- Multiplicity: 3
- Calculated total energy: -1091.09718 Ha
- Strongest force on any atom: 10.15 eV Å⁻¹
- Lowest unoccupied orbital energy (alpha / beta): 2.9 / 1.6 eV

CARTESIAN COORDINATES (ANGSTROEM)
C (0.91622, 0.80448, 0.29255)
C (-2.78076, -1.56664, 0.74602)
N (-0.10201, 0.83838, -0.58004)
N (1.95452, 0.00745, -0.32571)
N (-1.31941, 1.37133, -0.44584)
O (-3.13344, -1.35311, 1.81630)
O (-1.48959, 2.35843, -1.12466)
O (1.03693, 1.43291, 1.32967)
O (-2.53804, -1.85845, -0.32842)
O (-2.13331, 0.83483, 0.17680)
O (1.67225, -0.80411, -1.39713)
S (3.01578, -0.73907, 0.77024)
H (0.74425, -1.16227, -1.37209)
H (4.15661, -0.16417, 0.44233)

***

Computed, not measured: 2 unconnected molecules or ions with the total composition C2H2N3S2 in a non-equilibrium geometry, with ωB97M-V/def2-TZVPD.

Output
- HOMO energy: -15.01 eV
- Net charge: +1
- Multiplicity: 1
- ΔE to the lowest compared entry with this formula, charge and spin: 34.05 kcal/mol
- Calculated total energy: -1037.62069 Ha
- Strongest force on any atom: 3.41 eV Å⁻¹
- Lowest unoccupied orbital energy: -6.9 eV

CARTESIAN COORDINATES (ANGSTROEM)
C (-1.51213, 1.11299, -0.79620)
C (3.59076, -1.19949, 0.41965)
N (1.65858, 0.03572, -0.45636)
N (-0.49747, 1.84583, -0.78119)
N (3.20942, -1.83352, -0.46839)
S (-2.47519, -0.05770, -0.66345)
S (1.46938, 1.44127, -0.24450)
H (3.60772, -0.48685, 1.15012)
H (-0.49790, 2.73923, -1.23270)

***

Computed, not measured: a gas-phase ion, C2H2N3S3 (charge -1) in a non-equilibrium geometry, with ωB97M-V/def2-TZVPD.

Output
- HOMO energy (alpha / beta): -3.63 / -3.63 eV
- Net charge: -1
- Multiplicity: 1
- ΔE to the lowest compared entry with this formula, charge and spin: 48.29 kcal/mol
- Calculated total energy: -1436.15160 Ha
- Strongest force on any atom: 2.31 eV Å⁻¹
- Lowest unoccupied orbital energy (alpha / beta): 2.2 / 2.2 eV

CARTESIAN COORDINATES (ANGSTROEM)
C (-0.03177, 1.01163, 0.16398)
C (-1.15147, 0.03089, 0.14993)
N (1.23076, 0.49697, 0.25948)
N (1.37864, -0.82609, 0.38544)
N (-0.82287, -1.21008, 0.03300)
S (-1.32434, -2.66312, 0.06243)
S (-0.14623, 2.68595, 0.07641)
S (-2.70364, 0.61632, -0.30774)
H (1.68935, 1.13234, -0.41523)
H (1.88159, -1.27481, -0.40770)

***

Computed, not measured: C2H2N4 in the gas phase in a non-equilibrium geometry, with ωB97M-V/def2-TZVPD.

Output
- HOMO energy: -9.55 eV
- SMILES: c1nncnn1
- Multiplicity: 1
- ΔE to the lowest compared entry with this formula, charge and spin: 56.50 kcal/mol
- Calculated total energy: -296.33484 Ha
- Strongest force on any atom: 3.50 eV Å⁻¹
- Lowest unoccupied orbital energy: -0.9 eV

CARTESIAN COORDINATES (ANGSTROEM)
C (1.28927, -0.08691, -0.04609)
N (0.56795, -1.21567, -0.00066)
N (-0.75191, -1.11422, -0.13225)
C (-1.27354, 0.13176, 0.07480)
N (-0.54144, 1.24239, -0.04478)
N (0.75516, 1.19526, -0.08345)
H (2.30807, -0.28224, 0.22402)
H (-2.35357, 0.12963, 0.00840)

***

Computed, not measured: C2H2N4 in the gas phase in a non-equilibrium geometry, with ωB97M-V/def2-TZVPD.

Output
- HOMO energy: -10.11 eV
- SMILES: c1ncnnn1
- Multiplicity: 1
- ΔE to the lowest compared entry with this formula, charge and spin: 38.64 kcal/mol
- Calculated total energy: -296.36330 Ha
- Strongest force on any atom: 1.15 eV Å⁻¹
- Lowest unoccupied orbital energy: -0.6 eV

CARTESIAN COORDINATES (ANGSTROEM)
C (-0.99229, -0.01507, -0.59882)
N (-0.76895, -0.41770, 0.64180)
C (0.48516, -0.23612, 1.01708)
N (1.47782, 0.22581, 0.26956)
N (1.14910, 0.60950, -0.96039)
N (-0.07549, 0.52995, -1.39255)
H (-2.01294, -0.11369, -1.00353)
H (0.73759, -0.58268, 2.02685)

***

Computed, not measured: 3 unconnected molecules or ions with the total composition C2H2N4 in a non-equilibrium geometry, with ωB97M-V/def2-TZVPD.

Output
- HOMO energy: -12.31 eV
- SMILES: C#N.C#N.N#N
- Multiplicity: 1
- ΔE to the lowest compared entry with this formula, charge and spin: 1.07 kcal/mol
- Calculated total energy: -296.42318 Ha
- Strongest force on any atom: 1.95 eV Å⁻¹
- Lowest unoccupied orbital energy: 1.0 eV

CARTESIAN COORDINATES (ANGSTROEM)
C (1.95678, 0.74962, -0.16739)
N (2.42475, -0.20372, -0.61868)
H (1.48182, 1.61319, 0.25381)
C (-1.80516, 0.56393, 0.66631)
N (-0.91737, 1.30017, 0.68839)
H (-2.62436, -0.12771, 0.64262)
N (0.18818, -2.22565, -1.05244)
N (-0.74509, -1.93507, -0.54426)

***

Computed, not measured: C2H2N4O2 in the gas phase in a non-equilibrium geometry, with ωB97M-V/def2-TZVPD.

Output
- HOMO energy: -9.91 eV
- SMILES: O/N=C/c1nnon1
- Multiplicity: 1
- ΔE to the lowest compared entry with this formula, charge and spin: 164.13 kcal/mol
- Calculated total energy: -446.71116 Ha
- Strongest force on any atom: 8.10 eV Å⁻¹
- Lowest unoccupied orbital energy: -0.6 eV

CARTESIAN COORDINATES (ANGSTROEM)
O (-1.41230, -1.94150, -1.28652)
N (-1.06984, -0.65982, -0.97339)
C (0.06855, -0.60450, -0.35232)
C (0.57797, 0.43838, 0.34643)
N (1.77036, 0.64712, 0.78587)
N (1.77868, 1.77235, 1.26901)
O (0.50066, 2.39950, 1.13703)
N (-0.22918, 1.52102, 0.47439)
H (-2.49450, -1.91893, -1.43668)
H (0.50960, -1.65361, 0.03617)

***

Computed, not measured: C2H2N4O2 in the gas phase in a non-equilibrium geometry, with ωB97M-V/def2-TZVPD.

Output
- HOMO energy: -9.96 eV
- SMILES: [H]/N=c1\nnn(C=O)o1
- Multiplicity: 1
- ΔE to the lowest compared entry with this formula, charge and spin: 157.98 kcal/mol
- Calculated total energy: -446.72096 Ha
- Strongest force on any atom: 5.29 eV Å⁻¹
- Lowest unoccupied orbital energy: -0.2 eV

CARTESIAN COORDINATES (ANGSTROEM)
H (-1.36248, 0.07472, -3.08955)
N (-1.82948, 0.23359, -2.08285)
C (-1.00382, -0.03055, -1.16735)
N (0.40368, -0.36300, -1.65375)
N (1.07516, -0.50794, -0.61947)
N (0.40795, -0.42002, 0.55407)
C (1.19148, 0.30349, 1.75066)
O (0.69595, 1.00676, 2.55705)
O (-0.98933, -0.28593, 0.48229)
H (2.18247, -0.07744, 1.88899)

***

Computed, not measured: C2H2N4O3 in the gas phase in a non-equilibrium geometry, with ωB97M-V/def2-TZVPD.

Output
- HOMO energy: -9.27 eV
- Multiplicity: 1
- ΔE to the lowest compared entry with this formula, charge and spin: 118.03 kcal/mol
- Calculated total energy: -521.91916 Ha
- Strongest force on any atom: 3.26 eV Å⁻¹
- Lowest unoccupied orbital energy: -1.4 eV

CARTESIAN COORDINATES (ANGSTROEM)
C (0.56618, -0.44739, 0.36758)
C (-1.28349, -0.78562, -1.82354)
N (0.65532, -1.09899, -0.75799)
N (-0.02115, -0.62855, -1.86349)
N (-0.00110, 0.68774, 0.57854)
N (0.21094, 1.26374, 1.79168)
O (-0.00876, 0.53433, 2.73154)
O (-2.41352, -0.98798, -1.64072)
O (0.49779, 2.43756, 1.91108)
H (1.16837, -0.92659, 1.15205)
H (0.62942, -0.04824, -2.44672)

***

Computed, not measured: 4 unconnected molecules or ions with the total composition C2H2N4O4 in a non-equilibrium geometry, with ωB97M-V/def2-TZVPD.

Output
- HOMO energy: -9.58 eV
- SMILES: N#[N+][O-].O=C=O.C#N.N=O
- Multiplicity: 1
- ΔE to the lowest compared entry with this formula, charge and spin: 0.00 kcal/mol
- Calculated total energy: -597.24043 Ha
- Strongest force on any atom: 4.28 eV Å⁻¹
- Lowest unoccupied orbital energy: -0.2 eV

CARTESIAN COORDINATES (ANGSTROEM)
N (-2.07657, -0.85952, -0.99540)
N (-1.34636, -1.31869, -0.28360)
O (-0.67180, -1.81630, 0.49311)
O (-1.56932, 1.71501, -0.77927)
C (-1.07914, 2.64381, -1.25336)
O (-0.59741, 3.55166, -1.80906)
C (0.56234, -0.71985, -3.20004)
N (0.08202, 0.13489, -2.60742)
H (0.92963, -1.49718, -3.76273)
N (1.56341, -0.32759, 4.75737)
O (2.56567, -0.20506, 4.10951)
H (1.63754, -1.30117, 5.33088)